This record from the OMol25 dataset describes a 7-piece molecular cluster, C32H26F6O20 overall in a non-equilibrium geometry. The level of theory is ωB97M-V/def2-TZVPD.

Cartesian coordinates (Å):
C1 -2.54392 -15.88614 -18.53778
C2 -1.77201 -17.05552 -17.97859
O1 -1.34676 -16.59865 -16.73617
C3 -1.19745 -15.23132 -16.87051
O2 -0.68596 -14.54125 -16.05967
O3 -1.69962 -14.82505 -18.05359
F1 -0.69103 -17.37538 -18.76995
H1 -3.53487 -15.97629 -18.08361
H2 -2.65467 -15.90408 -19.61446
H3 -2.34017 -17.97859 -17.88969
C4 -5.85428 -24.95196 -18.29643
C5 -7.00198 -25.80497 -18.81807
O4 -6.33722 -26.74080 -19.61533
C6 -5.00043 -26.74046 -19.35057
O5 -4.21156 -27.45261 -19.86705
O6 -4.71859 -25.80800 -18.40927
F2 -7.82503 -25.04718 -19.59098
H4 -5.86898 -24.51863 -17.29826
H5 -5.77774 -24.07299 -18.94824
H6 -7.59742 -26.26013 -18.02745
C7 -1.37611 -22.48944 -17.09125
C8 -0.10256 -21.98210 -17.75158
O7 0.13138 -20.74131 -17.10663
C9 -0.84372 -20.47814 -16.21873
O8 -0.81388 -19.64686 -15.37282
O9 -1.86748 -21.35195 -16.38003
F3 -0.39537 -21.66535 -19.04335
H7 -1.35370 -23.27167 -16.32937
H8 -2.03134 -22.87135 -17.87571
H9 0.76169 -22.63684 -17.70686
C10 -3.79720 -21.37693 -12.34330
C11 -2.40565 -21.99177 -12.42155
O10 -2.52450 -22.96490 -13.44794
C12 -3.79329 -23.02657 -13.91204
O11 -4.16992 -23.72456 -14.79382
O12 -4.57664 -22.14642 -13.25041
F4 -1.95090 -22.50387 -11.25700
H10 -3.79051 -20.31323 -12.55751
H11 -4.18308 -21.57159 -11.34047
H12 -1.62059 -21.33242 -12.80029
C13 -2.22591 -16.13345 -13.38989
C14 -2.61486 -17.59744 -13.20302
O13 -3.27679 -17.87500 -14.39770
C15 -3.74021 -16.71524 -14.93259
O14 -4.39336 -16.63218 -15.91940
O15 -3.25501 -15.66242 -14.25595
F5 -3.41783 -17.81452 -12.11665
H13 -1.24033 -16.10660 -13.85475
H14 -2.25764 -15.58645 -12.45252
H15 -1.73438 -18.22838 -13.09711
C16 -4.96481 -19.87789 -16.99550
C17 -4.92867 -21.28702 -17.51459
O16 -3.94735 -21.18665 -18.52649
C18 -3.90346 -19.87885 -18.95016
O17 -3.36204 -19.47285 -19.91688
O18 -4.69957 -19.11545 -18.16038
F6 -6.09851 -21.69609 -18.07681
H16 -4.17903 -19.74131 -16.24654
H17 -5.89415 -19.58521 -16.51231
H18 -4.63123 -21.92923 -16.68507
C19 -1.57777 -24.32113 -20.82742
C20 -2.49980 -23.32729 -21.11990
C21 -2.03203 -22.17384 -21.73500
C22 -0.70151 -21.98291 -22.02687
C23 0.22234 -22.99832 -21.72945
C24 -0.22840 -24.16246 -21.13564
C25 1.69182 -22.83270 -21.93403
O19 2.46936 -23.69327 -21.57845
C26 2.14645 -21.55189 -22.52463
C27 3.50091 -21.37577 -22.80406
C28 3.96881 -20.13607 -23.20686
C29 3.07362 -19.09577 -23.39685
C30 1.71143 -19.30222 -23.21395
C31 1.22626 -20.55248 -22.85625
C32 -0.24966 -20.71213 -22.66547
O20 -1.02031 -19.83248 -22.97702
H19 -1.83965 -25.21448 -20.26939
H20 -3.53207 -23.51752 -20.86334
H21 -2.75996 -21.37851 -21.85170
H22 0.43628 -25.00952 -21.03016
H23 4.14110 -22.19796 -22.51054
H24 5.03025 -20.03853 -23.39798
H25 3.34260 -18.16457 -23.88174
H26 1.03642 -18.46003 -23.29129

Computed properties:
orbital gap	8.8	eV
LUMO energy	-0.829	eV
SMILES	O=C1c2ccccc2C(=O)c2ccccc21.O=C1OC[C@@H](F)O1.O=C1OC[C@@H](F)O1.O=C1OC[C@@H](F)O1.O=C1OC[C@@H](F)O1.O=C1OC[C@@H](F)O1.O=C1OC[C@@H](F)O1

Atom charges from the Mulliken analysis, given in e for atoms 1 to 8: atom 1 (C): -0.37, atom 2 (C): 1.25, atom 3 (O): -0.18, atom 4 (C): 0.56, atom 5 (O): -0.54, atom 6 (O): -0.38, atom 7 (F): -0.33, atom 8 (H): 0.26

=====

This record from the OMol25 dataset describes a 6-piece molecular cluster, H12O6 overall in a non-equilibrium geometry. The level of theory is ωB97M-V/def2-TZVPD.

Cartesian coordinates (Å):
H1 2.31666 0.29008 -0.87736
H2 0.79863 0.33330 -0.93876
H3 1.38994 -1.49189 -0.51711
H4 2.79845 -1.86407 -0.95027
H5 -3.50089 2.31826 -0.03451
H6 -4.00111 1.25395 0.92833
H7 -0.63544 -2.30446 0.44485
H8 0.56660 -1.54039 0.97527
H9 -3.69595 -1.09954 -0.53421
H10 -2.68359 -0.26992 0.23837
H11 3.81572 2.58393 0.27859
H12 2.64435 1.72025 -0.15959
O1 1.53594 0.38444 -0.32008
O2 2.23931 -1.78590 -0.16909
O3 -3.21255 1.53809 0.45250
O4 -0.22151 -2.01348 1.26521
O5 -3.08844 -0.35767 -0.63190
O6 2.93387 2.30505 0.54977

Computed properties:
orbital gap	10.2	eV
LUMO energy	0.079	eV
SMILES	O.O.O.O.O.O

Atom charges from the Mulliken analysis, given in e for atoms 1 to 8: atom 1 (H): 0.33, atom 2 (H): 0.35, atom 3 (H): 0.30, atom 4 (H): 0.28, atom 5 (H): 0.30, atom 6 (H): 0.32, atom 7 (H): 0.32, atom 8 (H): 0.36

=====

This record from the OMol25 dataset describes C3H16HgO6 as an isolated structure in a non-equilibrium geometry. The level of theory is ωB97M-V/def2-TZVPD.

Cartesian coordinates (Å):
Hg1 -0.46729 -0.10522 -0.62834
C1 3.17690 1.51872 0.95616
C2 1.79804 1.73854 0.36895
O1 1.51464 0.77647 -0.61333
H1 3.30800 0.55741 1.46236
H2 3.38529 2.28234 1.71350
H3 3.97380 1.52029 0.20689
H4 1.70313 2.73978 -0.08274
H5 1.08595 1.70487 1.20716
C3 -2.46642 -0.04851 2.00905
O2 -1.38733 0.58576 1.39264
H6 -2.80626 -0.94597 1.45109
H7 -2.18018 -0.48743 2.97820
H8 -3.27756 0.68501 2.08554
O3 0.72964 -1.41111 -2.51992
H9 0.75079 -2.37172 -2.50682
H10 1.42336 -1.15129 -3.13328
O4 0.47792 -2.14938 0.45488
H11 0.69245 -1.96556 1.37600
H12 0.81361 -3.03524 0.28963
O5 -2.16259 -1.73612 -0.78076
H13 -2.84904 -1.83338 -0.11183
H14 -2.17589 -2.55086 -1.29010
O6 -1.46106 1.59276 -2.00050
H15 -1.17672 2.47026 -2.27413
H16 -2.42317 1.61955 -2.01030

Computed properties:
orbital gap	6.8	eV
LUMO energy	-0.379	eV

Atom charges from the Mulliken analysis, given in e for atoms 1 to 8: atom 1 (Hg): 1.63, atom 2 (C): -1.17, atom 3 (C): 0.04, atom 4 (O): -0.94, atom 5 (H): 0.27, atom 6 (H): 0.35, atom 7 (H): 0.28, atom 8 (H): 0.19

=====

This record from the OMol25 dataset describes one molecule with the formula C26H48BrNO7 in a non-equilibrium geometry. The level of theory is ωB97M-V/def2-TZVPD.

Cartesian coordinates (Å):
C1 5.43402 -1.04907 1.21675
C2 4.44024 -2.08165 1.74133
C3 2.99611 -1.69522 1.46612
O1 2.76278 -1.90081 0.08635
C4 1.44453 -1.65690 -0.42794
C5 1.32461 -2.58270 -1.65599
C6 0.52286 -3.89770 -1.49174
C7 1.19571 -4.99520 -2.31468
C8 -0.93324 -3.77034 -1.97345
C9 0.27853 -1.72529 0.53902
N1 -0.37066 -0.34268 0.56112
C10 -1.81210 -0.28174 0.85121
C11 -2.16658 -0.69161 2.26374
C12 -1.57799 0.25045 3.32455
C13 -2.36913 0.25314 4.64492
C14 -3.12039 1.58288 4.83878
C15 -4.02009 1.93774 3.62883
C16 -3.50947 3.14252 2.83462
C17 -4.03214 3.21222 1.40402
O2 -3.90631 1.91542 0.80758
C18 -4.52664 1.76009 -0.40379
C19 -3.84033 2.38231 -1.56848
O3 -5.50436 1.09486 -0.48183
C20 0.06581 0.41930 -0.64158
Br1 0.26021 2.29545 -0.02146
C21 -0.96462 0.39223 -1.81445
O4 -1.18043 1.43707 -2.39990
O5 -1.43619 -0.72946 -1.94654
C22 1.46846 -0.13772 -0.84068
O6 2.00024 0.15014 -2.07705
C23 3.40583 0.28203 -2.11317
C24 3.84071 1.28464 -3.15169
O7 3.40121 2.58134 -2.78351
C25 2.85085 3.33254 -3.84764
C26 1.47522 2.83747 -4.30115
H1 5.47202 -1.06320 0.13138
H2 5.19040 -0.04644 1.56573
H3 6.43315 -1.28418 1.58000
H4 4.59103 -2.28576 2.79806
H5 4.61831 -3.00531 1.18935
H6 2.86653 -0.63733 1.72970
H7 2.34833 -2.32370 2.07869
H8 2.35173 -2.88535 -1.85423
H9 0.99351 -2.02661 -2.52739
H10 0.53061 -4.20025 -0.44236
H11 2.15560 -5.29964 -1.90282
H12 0.55251 -5.87434 -2.30791
H13 1.28390 -4.68639 -3.35450
H14 -1.32312 -4.73529 -2.29359
H15 -0.99505 -3.09932 -2.82275
H16 -1.60712 -3.36102 -1.22724
H17 0.44896 -1.97253 1.58168
H18 -0.51323 -2.39950 0.23190
H19 0.09251 0.15125 1.32933
H20 -2.34816 -0.89277 0.13018
H21 -2.12265 0.74499 0.68713
H22 -3.24763 -0.72864 2.33955
H23 -1.79736 -1.70170 2.45989
H24 -1.52684 1.25930 2.92145
H25 -0.54351 -0.04384 3.52714
H26 -3.06044 -0.58738 4.68498
H27 -1.67991 0.13590 5.48063
H28 -3.69210 1.54843 5.76343
H29 -2.37230 2.36885 4.95217
H30 -4.13525 1.05999 3.00652
H31 -5.01929 2.17908 3.99093
H32 -2.42290 3.20189 2.81344
H33 -3.86766 4.03923 3.34080
H34 -3.42663 3.91975 0.83714
H35 -5.07160 3.54184 1.40226
H36 -4.46222 2.29813 -2.45001
H37 -3.60293 3.42891 -1.39037
H38 -2.88742 1.87460 -1.73936
H39 2.04690 0.34920 -0.04783
H40 3.81798 0.60025 -1.15324
H41 3.87847 -0.67574 -2.35549
H42 3.50037 1.00564 -4.14663
H43 4.93395 1.28852 -3.10454
H44 3.54405 3.36231 -4.69439
H45 2.74513 4.35623 -3.49576
H46 0.87624 3.65401 -4.68865
H47 0.97819 2.38199 -3.44967
H48 1.57763 2.06018 -5.05694

Computed properties:
orbital gap	9.1	eV
LUMO energy	0.159	eV
SMILES	CCCO[C@@]1(CC(C)C)C[N@H+](CCCCCCCCOC(C)=O)[C@](Br)(C(=O)[O-])[C@@H]1OCCOCC

Atom charges from the Mulliken analysis, given in e for atoms 1 to 8: atom 1 (C): -1.07, atom 2 (C): -0.73, atom 3 (C): -0.24, atom 4 (O): -0.43, atom 5 (C): 2.55, atom 6 (C): -1.93, atom 7 (C): 0.57, atom 8 (C): -1.72

=====

This record from the OMol25 dataset describes a 2-piece molecular cluster, C4H12 overall in a non-equilibrium geometry. The level of theory is ωB97M-V/def2-TZVPD.

Cartesian coordinates (Å):
C1 -1.69687 -1.34748 -1.49033
C2 -1.49717 -0.97290 0.00873
H1 -1.87709 -0.57440 -2.01182
H2 -0.79629 -1.65360 -1.92967
H3 -2.51907 -2.01729 -1.41048
H4 -1.10288 -0.01706 0.01230
H5 -0.97676 -1.62290 0.77289
H6 -2.57505 -1.05411 0.29211
C3 2.10232 0.55445 0.71566
C4 1.15748 1.72992 0.78366
H7 3.08414 0.85580 0.60299
H8 1.82328 -0.26505 1.53702
H9 1.76614 0.12124 -0.17006
H10 0.09813 1.59622 0.47237
H11 1.07123 2.41909 1.70971
H12 1.60968 2.42813 0.01635

Computed properties:
orbital gap	12.4	eV
LUMO energy	1.108	eV
SMILES	CC.CC

Atom charges from the Mulliken analysis, given in e for atoms 1 to 8: atom 1 (C): -1.13, atom 2 (C): -0.33, atom 3 (H): 0.42, atom 4 (H): 0.34, atom 5 (H): 0.32, atom 6 (H): -0.15, atom 7 (H): 0.26, atom 8 (H): 0.29